one | Here is an isolated molecule of C3H5NO from the OMol25 dataset. Energies are from ωB97M-V/def2-TZVPD.

The geometry in XYZ format:
```
10
Properties=species:S:1:pos:R:3:mulliken_charge:R:1
O 0.762 -0.502 -1.593 -0.53
N -1.742 -0.081 -1.563 -0.54
C -0.001 0.480 0.077 0.12
C -0.634 -0.035 -1.096 0.31
C 0.072 -0.242 1.360 -0.92
H 0.346 1.514 0.054 0.31
H 1.003 -0.023 1.891 0.32
H -0.750 0.142 1.985 0.30
H -0.069 -1.317 1.229 0.31
H 1.013 0.064 -2.344 0.33
```

Calculated values
HOMO energy (spin up / spin down): -9.22 / -8.02 eV
HOMO-LUMO gap (spin up / spin down): 8.65 / 6.62 eV
Spin multiplicity: 1
Net charge: 0

two | Here is an isolated molecule of C3H5NO from the OMol25 dataset. Energies are from ωB97M-V/def2-TZVPD.

The geometry in XYZ format:
```
10
Properties=species:S:1:pos:R:3:mulliken_charge:R:1
O -0.004 -1.380 1.387 -0.47
N -1.034 -0.058 -0.814 -0.57
C 0.307 -0.215 1.425 -0.08
C -0.142 0.563 0.189 0.07
C 0.346 0.148 -1.169 -0.43
H -0.472 1.570 0.398 0.35
H 0.985 -0.737 -1.208 0.24
H 0.749 0.135 2.416 0.36
H 0.560 0.895 -1.932 0.25
H -1.257 -1.046 -0.693 0.28
```

Calculated values
HOMO energy: -9.85 eV
HOMO-LUMO gap: 10.77 eV
Spin multiplicity: 1
Net charge: 0
Structure (SMILES): O=C[C@H]1CN1

three | Here is a cluster of 2 separate species, C3H5NO in total from the OMol25 dataset. Energies are from ωB97M-V/def2-TZVPD.

The geometry in XYZ format:
```
10
Properties=species:S:1:pos:R:3:mulliken_charge:R:1
O 0.723 -0.738 -0.804 -0.37
N -1.146 0.062 -2.417 -0.59
C 0.329 0.171 -0.020 0.03
C 0.337 -0.063 1.432 -0.95
C -1.703 0.198 -1.387 -0.11
H 0.093 1.150 -0.419 0.58
H 0.560 -1.102 1.667 0.32
H 0.329 -0.508 -1.730 0.50
H -0.648 0.210 1.824 0.29
H 1.066 0.608 1.895 0.31
```

Calculated values
HOMO energy: -9.77 eV
HOMO-LUMO gap: 8.75 eV
Spin multiplicity: 1
Net charge: 0

four | Here is an isolated molecule of C3H5NO from the OMol25 dataset. Energies are from ωB97M-V/def2-TZVPD.

The geometry in XYZ format:
```
10
Properties=species:S:1:pos:R:3:mulliken_charge:R:1
O 0.614 0.562 0.236 -0.37
N -1.292 -0.763 -0.567 -0.54
C -1.940 0.372 0.081 -0.26
C 1.835 -0.300 0.005 -0.59
C -0.558 0.105 -0.073 0.53
H 1.895 -0.413 -1.036 0.31
H -2.417 0.284 1.012 0.22
H 1.696 -1.253 0.569 0.28
H 2.622 0.285 0.318 0.24
H -2.456 1.122 -0.546 0.19
```

Calculated values
HOMO energy: -9.71 eV
HOMO-LUMO gap: 10.61 eV
Spin multiplicity: 1
Net charge: 0
Structure (SMILES): COC1=NC1

Quick ranking, most stable first: two, four, three, one.